(1)
Computed, not measured: a structure of composition C13H21N2O at a distorted geometry, with ωB97M-V with the def2-TZVPD basis set.

Geometry as ORCA input:
```
! RIJCOSX wB97M-V def2-TZVPD def2/J DEFGRID3
* xyz 1 1
C -1.0943 1.4988 -2.4675
N -0.2293 1.2413 -1.3038
C 1.1809 1.4195 -1.4442
C 1.9544 0.2585 -1.4826
C 3.3393 0.3651 -1.5567
C 3.9540 1.6153 -1.5524
C 3.1704 2.7715 -1.4723
C 1.7773 2.6864 -1.4345
C -0.7556 0.9189 -0.0832
H -0.4439 1.6134 -3.3439
H -1.7813 0.6565 -2.6429
H -1.6588 2.4333 -2.3313
H 1.4508 -0.7095 -1.5129
H 3.9359 -0.5413 -1.6390
H 5.0388 1.6875 -1.5821
H 3.6526 3.7466 -1.4693
H 1.1666 3.5919 -1.3956
H -0.2270 1.3763 0.7692
H -1.8393 0.7909 -0.0600
O 0.8921 -1.0695 2.9146
C -0.4488 -1.5231 3.1843
C -1.3713 -0.9168 2.1154
C -2.6273 -1.7295 1.7511
C -2.5847 -1.8659 0.2144
C -1.0999 -1.7565 -0.1740
N -0.5937 -0.7934 0.8256
H 1.4779 -1.3280 3.6537
H -0.5312 -2.6266 3.1491
H -0.7560 -1.1772 4.1907
H -1.5893 0.1157 2.4350
H -2.5730 -2.7187 2.2318
H -3.5439 -1.2614 2.1294
H -3.0282 -2.8017 -0.1335
H -3.1041 -1.0339 -0.2775
H -0.5985 -2.7394 -0.0791
H -0.9073 -1.3330 -1.1752
H 0.3955 -0.8619 1.0490
*
```

Summary:
Gap between HOMO and LUMO: 10.072 eV
Energy: -692.44153 Ha
E_LUMO: -2.376 eV
Energy above the lowest of the compared OMol25 structures with the same formula, charge and spin: 0.0 kcal/mol
Max |F|: 0.0363 hartree/bohr

---

(2)
Computed, not measured: the ion C5H9N2 with charge +1 at a distorted geometry, with ωB97M-V with the def2-TZVPD basis set.

Geometry as ORCA input:
```
! RIJCOSX wB97M-V def2-TZVPD def2/J DEFGRID3
* xyz 1 1
C -1.6974 -1.9833 -0.5642
C -1.3075 -0.5578 -1.0011
C -0.1107 0.0205 -0.3428
C 0.8897 -0.5815 0.3834
N 1.6230 0.4487 0.9441
C 1.0407 1.6123 0.7007
N -0.0221 1.3809 -0.0380
H -1.3986 -2.7124 -1.3118
H -1.3558 -2.2350 0.4391
H -2.7763 -2.1070 -0.4386
H -2.1334 0.0922 -0.6879
H -1.2488 -0.5751 -2.0891
H 1.1224 -1.6025 0.5946
H 2.4875 0.3228 1.4379
H 1.3378 2.5076 1.2216
H -0.5649 2.0646 -0.5398
*
```

Summary:
Gap between HOMO and LUMO: 10.921 eV
Energy: -305.19987 Ha
E_LUMO: -3.290 eV
Energy above the lowest of the compared OMol25 structures with the same formula, charge and spin: 18.9 kcal/mol
Max |F|: 0.0323 hartree/bohr

---

(3)
Computed, not measured: the molecule C7H10 at a distorted geometry, with ωB97M-V with the def2-TZVPD basis set.

Geometry as ORCA input:
```
! RIJCOSX wB97M-V def2-TZVPD def2/J DEFGRID3
* xyz 0 1
C 0.9697 -0.7593 1.2134
C 1.2700 0.4481 0.3953
C 1.1838 -0.9068 -0.2693
C -0.0175 -0.4301 -1.1296
C -1.4497 -0.5979 -0.4932
C -1.3074 0.9094 0.0733
C 0.0720 1.0095 -0.4033
H 1.7946 -1.1090 1.8300
H -0.0073 -0.8763 1.6722
H 2.1570 1.0589 0.5497
H 1.9984 -1.5286 -0.6416
H 0.0799 -0.6234 -2.1998
H -1.5231 -1.4092 0.2317
H -2.2558 -0.7539 -1.2391
H -2.0491 1.5734 -0.3635
H -0.9423 1.8078 0.9355
H 0.0684 2.1856 -0.1460
*
```

Summary:
Gap between HOMO and LUMO: 9.679 eV
Energy: -272.47934 Ha
E_LUMO: 1.139 eV
Energy above the lowest of the compared OMol25 structures with the same formula, charge and spin: 149.8 kcal/mol
Max |F|: 0.0754 hartree/bohr